<w>
ORCA calculation (wB97M-V/def2-TZVPD) on one molecule with the formula C5H5Cl2N.

Results
Lowest unoccupied orbital energy, eV: 0.39
SMILES: N[C@H]1C=C(Cl)C=C1Cl

```
! wB97M-V def2-TZVPD RIJCOSX def2/J DEFGRID3
* xyz 0 1
Cl 0.84 -3.08 -0.99
Cl -0.37 2.13 -1.67
N -1.25 0.64 1.07
C 0.28 -0.36 -1.53
C 0.58 -1.43 -0.52
C 0.01 0.75 -0.84
C 0.60 -0.84 0.73
C 0.24 0.51 0.70
H 0.91 -1.27 1.63
H -1.78 1.43 0.64
H 0.95 1.10 1.26
H -1.16 0.90 2.11
H 0.15 -0.50 -2.59
*
```

---

<x>
ORCA calculation (wB97M-V/def2-TZVPD) on a 2-piece molecular cluster, C5H5Cl2N overall.

Results
Lowest unoccupied orbital energy, eV: -0.93

```
! wB97M-V def2-TZVPD RIJCOSX def2/J DEFGRID3
* xyz 0 1
Cl 3.42 1.02 -0.17
Cl -1.20 0.03 -2.88
N 0.81 0.58 0.44
C -1.38 -0.80 -0.33
C 0.15 -0.13 1.34
C 0.42 0.67 -0.82
C -0.68 -0.02 -1.23
C -0.97 -0.84 0.98
H 1.72 1.12 0.74
H -1.51 -1.42 1.72
H -2.25 -1.36 -0.64
H 0.97 1.29 -1.51
H 0.50 -0.14 2.36
*
```

---

Which is most stable, and by how much? <x>, by 1.832 eV.

---

<w>
ORCA calculation (wB97M-V/def2-TZVPD) on one molecule with the formula C3H3N5O.

Results
Lowest unoccupied orbital energy, eV: 0.48
SMILES: C1=NOc2cnnn2N1

```
! wB97M-V def2-TZVPD RIJCOSX def2/J DEFGRID3
* xyz 0 1
O -0.77 -1.47 -0.44
N 0.40 0.54 -0.32
N -0.77 1.25 -0.35
N -1.89 -0.83 0.20
N 2.42 -0.01 0.10
N 1.62 1.02 -0.06
C 1.69 -1.15 0.06
C 0.37 -0.81 -0.19
C -1.84 0.44 0.15
H 2.12 -2.15 0.20
H -2.71 0.94 0.59
H -0.64 2.22 0.06
*
```

---

<x>
ORCA calculation (wB97M-V/def2-TZVPD) on one molecule with the formula C3H3N5O.

Results
Lowest unoccupied orbital energy, eV: -0.21
SMILES: Cn1nnc(C#N)[n+]1[O-]

```
! wB97M-V def2-TZVPD RIJCOSX def2/J DEFGRID3
* xyz 0 1
O 1.89 1.65 -0.16
N 1.10 -0.47 -0.02
N 2.14 0.46 -0.09
N 5.71 0.55 -0.24
N 2.82 -1.76 0.16
N 1.59 -1.68 0.17
C -0.26 -0.10 -0.23
C 4.63 0.21 -0.04
C 3.29 -0.21 0.11
H -0.39 0.34 -1.25
H -0.62 0.58 0.68
H -0.82 -1.07 -0.21
*
```

---

Which is most stable, and by how much? <w>, by 0.823 eV.

---

<w>
ORCA calculation (wB97M-V/def2-TZVPD) on an isolated ion of composition C3H4ClN2O and charge +1.

Results
Lowest unoccupied orbital energy, eV: -5.50

```
! wB97M-V def2-TZVPD RIJCOSX def2/J DEFGRID3
* xyz 1 1
Cl 1.12 -1.07 0.59
O -2.85 1.14 0.13
N -1.43 -0.71 -0.08
N 1.29 0.56 -0.20
C 1.83 1.45 0.45
C -2.19 0.24 -0.13
C -0.52 -1.52 -0.51
H -0.38 -1.40 -1.58
H 2.06 1.37 1.52
H -0.89 -2.57 -0.21
H 1.95 2.50 0.02
*
```

---

<x>
ORCA calculation (wB97M-V/def2-TZVPD) on C3H4ClN2O as an isolated structure.

Results
Lowest unoccupied orbital energy, eV: -5.80

```
! wB97M-V def2-TZVPD RIJCOSX def2/J DEFGRID3
* xyz 1 1
Cl 1.56 -2.84 -0.11
O -0.77 -1.21 1.78
N -0.26 0.45 0.08
N 0.89 -1.34 0.12
C -0.12 -0.88 0.86
C -1.19 1.30 0.17
C 0.80 0.28 -0.84
H -1.25 2.14 -0.52
H -1.92 1.19 0.96
H 0.55 0.10 -1.88
H 1.71 0.83 -0.62
*
```

---

Which is most stable, and by how much? <x>, by 0.567 eV.

---

<w>
ORCA calculation (wB97M-V/def2-TZVPD) on a 2-piece molecular cluster, C2H10N2O2 overall.

Results
Lowest unoccupied orbital energy (alpha / beta), eV: -4.18 / -9.51

```
! wB97M-V def2-TZVPD RIJCOSX def2/J DEFGRID3
* xyz 1 2
O 1.95 -1.64 3.08
O -0.76 2.69 -1.61
N -0.29 -1.38 2.56
N -0.93 0.73 -3.01
C -0.16 1.85 -2.57
C 0.97 -1.78 2.12
H 1.96 -0.72 3.41
H 0.86 1.56 -2.29
H -1.23 2.19 -0.93
H 0.93 -2.87 1.87
H 1.29 -1.34 1.16
H -1.06 -1.22 1.92
H -1.21 0.12 -2.23
H -0.04 2.47 -3.46
H -1.75 1.03 -3.52
H -0.54 -1.68 3.50
*
```

---

<x>
ORCA calculation (wB97M-V/def2-TZVPD) on a 3-piece molecular cluster, C2H10N2O2 overall.

Results
Lowest unoccupied orbital energy (alpha / beta), eV: -4.54 / -8.85

```
! wB97M-V def2-TZVPD RIJCOSX def2/J DEFGRID3
* xyz 1 2
O 1.80 1.63 3.24
O 2.33 -0.90 -1.46
N -2.71 -0.58 -0.32
N -0.43 -0.44 -0.68
C -0.25 1.02 -0.64
C -1.53 -1.08 -0.72
H -3.48 -1.13 -0.71
H -0.51 1.35 0.36
H 0.79 1.14 -0.92
H -1.55 -2.14 -1.02
H 1.43 -1.21 -1.35
H 2.36 -0.09 -0.93
H -2.83 0.37 -0.67
H 1.24 1.05 3.78
H -0.81 1.46 -1.43
H 2.49 1.00 2.99
*
```

---

Which is most stable, and by how much? <x>, by 0.307 eV.

---

<w>
ORCA calculation (wB97M-V/def2-TZVPD) on C2H3O3S as an isolated structure.

Results
Lowest unoccupied orbital energy (alpha / beta), eV: 3.91 / 3.91

```
! wB97M-V def2-TZVPD RIJCOSX def2/J DEFGRID3
* xyz -1 1
S 1.41 1.36 -0.14
O -0.84 1.28 0.23
O 2.42 0.60 -0.77
O 2.04 2.34 0.78
C 0.02 0.25 0.60
C -0.34 2.05 -0.66
H -0.34 0.06 -1.93
H -0.19 -0.10 1.64
H -0.01 -0.53 -0.13
*
```

---

<x>
ORCA calculation (wB97M-V/def2-TZVPD) on a 2-piece molecular cluster, C2H3O3S overall.

Results
Lowest unoccupied orbital energy, eV: 3.60

```
! wB97M-V def2-TZVPD RIJCOSX def2/J DEFGRID3
* xyz -1 1
S -2.22 0.02 -0.11
O -3.22 1.08 -0.34
O -2.77 -1.25 0.34
O -1.04 0.50 0.62
C 2.13 0.20 0.22
C 3.29 -0.04 0.34
H -1.60 -0.35 -1.33
H 4.30 -0.37 0.43
H 1.13 0.23 -0.17
*
```

---

Which is most stable, and by how much? <x>, by 5.043 eV.

---

<w>
ORCA calculation (wB97M-V/def2-TZVPD) on an isolated ion of composition C2H3O3S and charge -1.

Results
Lowest unoccupied orbital energy, eV: 4.15

```
! wB97M-V def2-TZVPD RIJCOSX def2/J DEFGRID3
* xyz -1 1
S -1.20 0.21 -2.56
O -1.23 -0.42 0.42
O -0.16 -0.63 -3.26
O -0.78 1.62 -2.37
C 0.15 -0.13 0.14
C -0.75 -0.65 -0.90
H 0.23 0.94 -0.07
H 0.79 -0.53 0.91
H -0.71 -1.79 -1.23
*
```

---

<x>
ORCA calculation (wB97M-V/def2-TZVPD) on an isolated ion of composition C2H3O3S and charge -1.

Results
Lowest unoccupied orbital energy, eV: 4.10

```
! wB97M-V def2-TZVPD RIJCOSX def2/J DEFGRID3
* xyz -1 1
S -0.46 -0.32 1.25
O 0.20 -1.63 1.40
O 0.85 0.18 -0.88
O -1.89 -0.36 1.63
C -0.50 -0.08 -0.71
C 1.31 1.20 -0.18
H -0.80 -0.93 -1.31
H -1.13 0.80 -0.86
H 2.42 1.14 -0.33
*
```

---

<y>
ORCA calculation (wB97M-V/def2-TZVPD) on C2H3O3S as an isolated structure.

Results
Lowest unoccupied orbital energy, eV: 4.13

```
! wB97M-V def2-TZVPD RIJCOSX def2/J DEFGRID3
* xyz -1 1
S -1.73 0.02 -0.23
O -2.37 0.66 0.95
O 0.96 0.81 -1.03
O -1.61 -1.45 -0.09
C 1.22 -0.35 -0.28
C 0.12 0.53 0.04
H 0.27 1.42 1.13
H 2.15 -0.34 0.29
H 0.99 -1.29 -0.77
*
```

---

Which is most stable, and by how much? <w>, by 0.432 eV.

---

<w>
ORCA calculation (wB97M-V/def2-TZVPD) on a 5-piece molecular cluster, C2H14O4S overall.

Results
Lowest unoccupied orbital energy (alpha / beta), eV: 2.90 / 2.93

```
! wB97M-V def2-TZVPD RIJCOSX def2/J DEFGRID3
* xyz -1 2
S 3.44 1.25 0.66
O -4.07 4.25 3.06
O -0.74 -0.62 2.10
O -3.74 -3.09 -1.81
O 0.18 -3.97 -2.09
C 1.95 2.03 0.17
C 3.84 -0.20 -0.34
H 2.33 3.13 -0.01
H 3.95 0.20 -1.44
H 1.77 1.62 -0.82
H 1.21 2.07 0.89
H -1.26 -0.52 1.35
H -3.70 -3.86 -2.41
H -0.38 0.33 2.36
H -4.37 -2.57 -2.35
H 4.74 -0.78 -0.02
H 3.00 -0.89 -0.41
H 0.72 -3.31 -1.62
H -0.73 -3.66 -2.20
H -4.57 3.74 2.42
H -3.57 4.86 2.49
*
```

---

<x>
ORCA calculation (wB97M-V/def2-TZVPD) on a 5-piece molecular cluster, C2H14O4S overall.

Results
Lowest unoccupied orbital energy (alpha / beta), eV: 3.13 / 3.09

```
! wB97M-V def2-TZVPD RIJCOSX def2/J DEFGRID3
* xyz -1 2
S 0.10 -1.48 -0.38
O -0.26 1.39 -3.38
O -2.60 2.22 0.57
O 1.47 3.26 -0.04
O 2.64 0.30 2.25
C -0.21 -3.23 -0.87
C -0.99 -1.23 0.99
H -0.70 -0.29 1.46
H -1.05 -2.03 1.74
H 2.37 -0.46 2.77
H -1.20 -3.18 -1.34
H -2.03 -1.13 0.67
H 2.16 3.09 -0.72
H -0.20 -4.01 -0.12
H -2.67 1.56 1.29
H 0.65 1.17 -3.63
H -1.66 2.45 0.51
H -0.06 1.73 -2.51
H 1.94 0.49 1.59
H 1.75 2.86 0.78
H 0.52 -3.46 -1.64
*
```

---

Which is most stable, and by how much? <x>, by 1.163 eV.

---

<w>
ORCA calculation (wB97M-V/def2-TZVPD) on a 2-piece molecular cluster, C17H19N overall.

Results
Lowest unoccupied orbital energy, eV: 0.84
SMILES: CCc1c[nH]c2ccccc12.Cc1ccccc1

```
! wB97M-V def2-TZVPD RIJCOSX def2/J DEFGRID3
* xyz 0 1
N 2.42 -0.70 1.47
C 0.47 0.58 1.54
C 1.88 0.64 1.35
C -0.25 -0.39 -2.54
C -0.95 -3.08 1.99
C 1.76 2.99 1.02
C -2.24 0.82 -3.13
C 0.13 -0.85 1.72
C -2.33 -0.75 -1.30
C -0.87 0.55 -3.39
C -1.14 -1.48 1.97
C 2.61 1.89 0.93
C -0.18 1.78 1.54
C 1.32 -1.55 1.67
C 0.37 2.96 1.38
C -0.95 -0.94 -1.32
C 1.09 -1.00 -2.59
C -2.99 0.01 -2.25
H -0.22 -3.43 2.63
H 2.01 -0.48 -2.25
H -4.03 0.12 -2.17
H 1.04 -1.84 -2.05
H 3.32 -1.02 1.09
H -0.34 -1.64 -0.67
H -1.86 -3.60 2.11
H -2.89 -1.30 -0.53
H -0.47 -3.15 0.88
H -1.89 -1.25 1.17
H -0.13 3.87 1.42
H 1.62 -2.53 2.06
H -2.92 1.50 -3.71
H 2.28 3.99 0.97
H -1.80 -1.09 2.81
H 3.57 1.99 0.51
H -0.45 1.08 -4.28
H -1.21 1.74 1.75
H 1.25 -1.15 -3.64
*
```

---

<x>
ORCA calculation (wB97M-V/def2-TZVPD) on a 2-piece molecular cluster, C17H19N overall.

Results
Lowest unoccupied orbital energy, eV: 0.87
SMILES: CCc1c[nH]c2ccccc12.Cc1ccccc1

```
! wB97M-V def2-TZVPD RIJCOSX def2/J DEFGRID3
* xyz 0 1
N 1.17 -1.77 -0.97
C 0.16 -1.40 -1.88
C 1.43 1.85 -0.85
C -3.00 -0.33 1.56
C -1.00 0.93 2.17
C 1.10 -0.51 2.90
C 2.89 -0.36 0.27
C 2.54 2.00 -0.03
C -2.38 0.81 1.95
C -1.88 0.28 -3.69
C 3.31 0.95 0.46
C -0.28 -0.24 2.28
C -0.90 -1.46 1.90
C 0.98 0.55 -1.03
C -2.18 -1.51 1.39
C 0.04 -0.05 -1.94
C 1.66 -0.53 -0.40
C -1.28 0.58 -2.28
H 0.98 -1.03 3.86
H -1.54 -0.71 -4.02
H -0.60 1.90 2.41
H 1.00 2.74 -1.25
H -4.06 -0.55 1.49
H 3.36 -1.35 0.37
H 1.69 -2.59 -1.21
H -0.31 -2.18 -2.50
H -2.97 0.12 -3.64
H -2.93 1.78 2.01
H 1.70 -1.11 2.20
H 1.82 0.32 2.95
H -2.50 -2.39 0.83
H 4.33 1.19 0.75
H -0.98 1.61 -2.03
H 2.85 3.07 0.03
H -0.37 -2.37 1.72
H -1.82 1.17 -4.30
H -2.05 0.59 -1.47
*
```

---

Which is most stable, and by how much? <x>, by 0.808 eV.